Formula: C40H77B2NO8
Source: OMol25
Level of theory: ωB97M-V/def2-TZVPD

Geometry as XYZ:
```
128
Properties=species:S:1:pos:R:3:forces:R:3
C 4.53416 -2.90115 1.73394 -0.2 -0.2 -0.2
B 4.70896 -1.53731 2.64647 0.1 -1.0 0.5
O 5.38897 -1.64557 3.91193 -1.3 -0.7 -2.5
C 4.06042 -0.18399 2.03644 0.3 3.1 0.3
C 4.51458 1.14702 2.29941 -1.6 -2.2 -1.2
C 3.73055 2.33343 1.52620 -0.3 0.9 0.4
O 3.47560 3.45378 2.02705 1.1 -3.7 -1.7
C 3.26323 1.95345 0.02095 0.1 -2.6 0.8
B 3.34068 3.14492 -1.07662 -0.2 1.1 -0.9
C 2.01082 3.44714 -1.99500 -0.1 0.1 0.1
O 4.47522 3.99940 -1.29179 -2.4 -1.0 0.3
C 2.81665 0.61010 -0.25002 1.0 2.8 0.8
C 2.38769 0.15110 -1.71469 -0.3 -0.8 -0.4
C 2.56815 -1.44448 -1.98278 0.1 0.7 -0.4
C 1.31095 -2.31743 -1.49410 1.3 -0.5 0.5
C 0.70926 -3.32051 -2.59084 -0.3 -0.3 1.7
C -0.39257 -4.23793 -1.80175 -0.5 1.1 -0.1
C -1.87684 -4.12141 -2.44842 0.2 -0.6 1.8
C -2.89062 -4.85860 -1.38295 1.3 0.6 0.6
C -3.40376 -3.76043 -0.29908 -0.4 0.3 -0.7
C -4.51270 -2.78231 -1.00123 0.5 -0.8 0.4
C -6.02160 -3.13486 -0.56162 -0.3 0.5 -0.5
C -6.72244 -1.93605 0.28669 0.3 -0.3 -0.1
C -8.20224 -1.59104 -0.24479 0.3 -0.8 0.6
N -8.48940 -0.13370 -0.20277 -0.9 4.0 -0.7
C -8.65654 0.75743 0.92639 -0.7 3.0 -1.2
C -8.95750 2.20556 0.47446 0.9 -3.7 -2.4
C -8.92496 2.17859 -1.09394 0.9 -5.0 3.2
C -8.64023 0.67787 -1.39364 -0.7 3.5 0.8
C 2.80061 -0.34920 1.05170 -1.0 -0.8 0.3
O 1.87531 -1.14669 1.33630 3.0 2.6 -1.2
H 4.76804 -2.70219 0.61639 -0.3 -0.4 1.8
H 5.18117 -3.77068 2.10573 -0.8 1.2 -0.6
H 3.44544 -3.27364 1.76162 1.5 0.7 0.0
H 5.57914 -2.61551 3.98988 0.0 1.3 0.1
H 5.38134 1.34144 3.01308 -1.5 -0.1 -1.0
H 1.04539 3.39298 -1.36189 1.5 0.1 -1.1
H 2.10278 4.47978 -2.49135 -0.4 -1.4 0.7
H 1.92400 2.67058 -2.83398 0.1 1.1 1.2
H 4.13753 4.78414 -1.79308 0.6 -1.0 0.4
H 1.28640 0.43545 -1.93707 1.7 -0.5 0.6
H 2.99200 0.66333 -2.55897 -0.7 -0.5 1.8
H 3.57143 -1.76364 -1.49832 -1.7 0.3 -0.7
H 2.71344 -1.54631 -3.12746 -0.3 0.0 1.8
H 1.69478 -2.98011 -0.62388 -0.8 1.1 -1.3
H 0.55264 -1.60065 -1.03095 0.7 -1.2 -0.8
H 0.24767 -2.70588 -3.43430 0.6 -1.1 0.9
H 1.52506 -4.05119 -2.92436 -1.0 1.4 0.0
H -0.49604 -3.80742 -0.72998 0.2 -0.7 -1.7
H -0.03698 -5.31923 -1.66003 -0.6 1.5 -0.5
H -2.16873 -3.01091 -2.41565 0.5 -1.6 -0.6
H -1.91804 -4.58592 -3.48935 0.0 0.8 1.4
H -2.22123 -5.59459 -0.78368 -1.4 0.8 -1.1
H -3.74557 -5.39035 -1.92202 1.0 0.7 0.9
H -2.53168 -3.09191 0.06414 -1.2 -1.3 -0.7
H -3.84947 -4.26265 0.63422 0.6 0.7 -1.4
H -4.24945 -1.69166 -0.73618 -0.6 -1.6 -0.6
H -4.39388 -2.95400 -2.14025 -0.3 0.6 1.8
H -6.07664 -4.11564 0.02448 0.2 1.3 -0.8
H -6.63110 -3.30256 -1.53141 0.8 0.3 1.6
H -6.06524 -0.99050 0.23591 -1.1 -1.4 0.0
H -6.76876 -2.25520 1.39499 0.0 0.6 -1.7
H -8.33713 -1.93194 -1.33351 0.2 0.6 1.7
H -8.94625 -2.18586 0.41385 1.0 1.2 -1.2
H -8.58153 0.46163 2.03497 -0.1 0.1 -2.2
H -9.16762 3.12410 1.12946 0.5 -1.9 -1.0
H -9.06335 3.00380 -1.86265 0.2 -1.4 1.3
H -8.58458 0.32073 -2.47922 0.0 0.0 2.1
C -9.42528 -7.49011 2.88790 0.1 0.0 0.2
C -8.59758 -7.22658 1.64206 -0.1 0.0 0.0
O -8.01839 -5.92900 1.61316 0.0 0.2 -0.1
C -7.09848 -5.62227 2.65308 0.0 0.0 -0.1
C -5.87499 -6.51682 2.65696 0.0 -0.3 0.0
H -10.15444 -6.69096 3.04327 0.0 -0.1 -0.1
H -9.95477 -8.44168 2.80042 0.0 0.1 0.0
H -8.79823 -7.53804 3.78152 0.0 -0.1 0.0
H -9.24962 -7.29119 0.76707 0.1 0.2 0.0
H -7.82560 -7.99254 1.51177 0.0 0.0 0.1
H -7.60249 -5.63508 3.62485 0.0 -0.1 0.0
H -6.77483 -4.59118 2.48442 -0.2 0.0 -0.1
H -6.12876 -7.54616 2.92414 0.1 0.1 0.0
H -5.14088 -6.15497 3.38086 0.0 0.0 -0.1
H -5.41387 -6.54091 1.66576 0.0 0.1 0.1
C 5.24341 9.80673 0.87838 0.2 -0.1 0.0
C 4.11961 8.81504 0.63404 0.0 0.0 0.0
O 4.31694 8.01075 -0.52157 -0.1 0.0 -0.2
C 5.46284 7.16791 -0.51850 -0.1 -0.1 0.2
C 5.44797 6.13423 0.59361 0.0 0.2 0.4
H 5.44492 10.39214 -0.02262 -0.1 0.0 0.1
H 4.98290 10.48688 1.69270 0.0 0.0 -0.1
H 6.17141 9.29843 1.15179 0.0 0.1 0.1
H 3.19226 9.36945 0.46759 0.0 -0.2 -0.2
H 3.95125 8.18474 1.51355 0.1 0.0 0.0
H 6.37848 7.76730 -0.48882 0.0 0.0 0.0
H 5.46438 6.64693 -1.48040 -0.1 0.2 0.0
H 5.55113 6.60324 1.57606 0.1 0.0 0.0
H 6.27368 5.42984 0.47138 -0.1 0.0 0.0
H 4.50738 5.58043 0.59428 0.2 0.0 0.0
C 8.30941 9.83412 -1.69941 -0.2 0.0 -0.2
C 8.86843 11.24584 -1.66677 0.1 -0.1 0.0
O 9.30577 11.70925 -2.93678 0.1 0.0 0.0
C 8.31355 11.80242 -3.94939 0.0 0.1 0.0
C 7.19975 12.77944 -3.61543 -0.1 0.0 0.2
H 9.01050 9.15191 -2.18699 0.0 0.1 0.1
H 8.11338 9.47688 -0.68564 0.0 0.0 -0.1
H 7.37005 9.78956 -2.25624 0.0 0.0 0.1
H 9.74613 11.26130 -1.01530 0.0 0.1 -0.2
H 8.14668 11.94596 -1.23236 -0.1 0.0 0.0
H 7.91220 10.81104 -4.18340 -0.1 0.0 0.0
H 8.82636 12.15023 -4.85017 0.1 -0.1 0.2
H 6.59041 12.42079 -2.78153 0.0 0.0 -0.1
H 6.54066 12.91619 -4.47593 0.1 0.0 0.0
H 7.61075 13.74994 -3.32564 0.0 -0.1 -0.1
C -2.13800 -8.59105 2.31225 0.1 0.0 0.2
C -1.32386 -8.31318 1.06265 -0.1 0.0 0.0
O -0.75969 -7.00832 1.03562 -0.1 0.1 -0.1
C 0.16424 -6.70006 2.07014 0.1 0.0 -0.1
C 1.39769 -7.58615 2.06179 -0.1 -0.3 0.0
H -2.87383 -7.79887 2.47308 0.0 -0.1 -0.1
H -2.65849 -9.54769 2.22506 0.0 0.1 0.0
H -1.50522 -8.63574 3.20201 0.0 -0.1 0.0
H -1.98273 -8.38131 0.19278 0.1 0.2 0.0
H -0.54430 -9.06957 0.92215 0.0 0.0 0.1
H -0.33245 -6.72338 3.04549 0.0 -0.1 0.0
H 0.47579 -5.66499 1.90488 -0.2 -0.1 -0.1
H 1.15040 -8.61776 2.32608 0.1 0.1 0.0
H 2.13336 -7.22372 2.78365 -0.1 0.0 0.0
H 1.85416 -7.60412 1.06868 0.0 0.1 0.1
```
Forces are in eV/Å.

Results
Structure (SMILES): CB(O)C1=CC(=O)C(B(C)O)=C(CCCCCCCCCCCCn2cccc2)C1=O.CCOCC.CCOCC.CCOCC.CCOCC
Total charge: 0
Max |F|: 6.0 eV/A
Kohn-Sham gap: 6.490 eV